Formula: C6H15NO
Source: OMol25
Level of theory: ωB97M-V/def2-TZVPD

Structure (XYZ):
```
23
Properties=species:S:1:pos:R:3:forces:R:3:lowdin_charge:R:1
C -0.94844 -0.28207 -0.31121 0.2 0.2 -0.4 -0.616
C 1.47995 -0.64989 0.22860 0.1 0.1 -0.1 -0.245
C -0.13845 -0.22917 1.98472 0.0 0.0 -0.1 -0.083
C -1.26353 1.23152 -0.34798 0.1 -0.4 0.1 -0.010
C -0.63154 -0.76981 -1.73047 0.0 0.0 0.4 -0.018
C 2.13636 0.71708 -0.01751 -0.2 -0.3 0.1 -0.081
N 0.09091 -0.65776 0.62247 -0.2 -0.1 0.0 -0.166
O -2.10268 -0.97048 0.16365 -0.3 -0.2 0.0 -0.015
H -2.81688 -0.83582 -0.46748 0.0 0.1 0.0 0.093
H 2.02107 -1.14623 1.04016 0.0 0.0 -0.1 0.114
H 1.59950 -1.26852 -0.66250 0.1 0.0 0.1 0.103
H 0.46412 -0.85013 2.64788 0.0 0.0 0.1 0.087
H 0.11653 0.82420 2.16933 0.0 0.0 0.1 0.080
H -1.18675 -0.38906 2.22190 0.0 0.1 0.1 0.086
H -0.37514 1.80558 -0.58933 0.1 0.1 -0.1 0.070
H -1.64243 1.55431 0.61769 0.0 0.1 0.1 0.079
H -2.02321 1.43311 -1.10105 -0.1 0.1 -0.1 0.081
H -0.40176 -1.83168 -1.70945 0.0 -0.1 0.0 0.091
H 0.20022 -0.22308 -2.16312 0.1 0.1 -0.1 0.078
H -1.50439 -0.61758 -2.36381 0.0 0.1 0.0 0.084
H 1.96666 1.38351 0.82416 0.0 0.1 0.1 0.065
H 3.20896 0.58477 -0.13773 0.1 0.0 0.0 0.070
H 1.75092 1.18720 -0.91894 0.0 0.1 -0.1 0.054
```
Forces are in eV/Å.

The calculation puts the total energy at -10002.59801 eV. The value obtained for the LUMO energy is 0.95 eV. Its SMILES is CCN(C)C(C)(C)O. For the HOMO-LUMO gap, the calculation gives 9.11 eV. The calculation puts the energy relative to the best compared isomer or geometry (same formula, charge and spin) at 111.8 kJ/mol. As for the molar mass: 117.2 g/mol.